DFT (ωB97M-V with the def2-TZVPD basis set) results for an isolated molecule of C16H21NO2.

As for the total energy: -827.433331 a.u. As for the SMILES: C#C[C@]1(O)C[C@@H](c2ccccc2C)N(C)C[C@]1(C)O. As for the LUMO energy: 0.80 eV. For the energy above the lowest of the compared OMol25 structures with the same formula, charge and spin, the calculation gives 369.2 kJ/mol. The frontier orbital gap comes out at 9.31 eV. Its HOMO energy is -8.505 eV.

The geometry in XYZ format:
```
40
C16H21NO2, DFT ωB97M-V with the def2-TZVPD basis set
C 4.0805 -0.3063 2.4822
C 3.0866 -0.7014 1.8830
C 1.9621 -1.2151 1.0802
O 2.4753 -2.3532 0.4342
C 1.5156 -0.1806 0.0592
C 0.8361 1.0208 0.7094
C 0.5717 2.1058 -0.3472
C 1.3267 3.2859 -0.2853
C 1.1792 4.3162 -1.1979
C 0.2676 4.2112 -2.2129
C -0.4482 3.0362 -2.3672
C -0.3326 1.9982 -1.4599
C -1.2533 0.8061 -1.6414
N -0.2863 0.5335 1.5586
C -1.1792 1.5811 2.1495
C 0.1000 -0.4733 2.5717
C 0.7237 -1.7420 1.9150
C -0.3486 -2.4604 1.0876
O 1.1688 -2.7162 2.8707
H 4.9138 0.0816 3.0091
H 2.1506 -3.1503 0.8901
H 2.4294 0.1434 -0.4763
H 0.8034 -0.6275 -0.6392
H 1.4869 1.4371 1.4705
H 2.1365 3.3865 0.4457
H 1.8035 5.2201 -1.0392
H 0.1065 4.9951 -2.9236
H -1.1420 2.9166 -3.1885
H -0.7595 -0.0317 -2.1610
H -2.1342 1.0447 -2.2468
H -1.6459 0.5098 -0.6724
H -2.0541 1.0837 2.5763
H -0.7129 2.1966 2.9066
H -1.5651 2.2556 1.3741
H 0.7618 -0.0651 3.3341
H -0.8424 -0.7877 3.0840
H -0.8335 -1.7844 0.3913
H 0.0794 -3.2657 0.5289
H -1.1157 -2.8038 1.8022
H 1.8547 -2.3338 3.4117
```



DFT (ωB97M-V with the def2-TZVPD basis set) results for a structure of composition C16H22B3Br13ClF8I2NO7S.

As for the total energy: -36993.787664 a.u. As for the LUMO energy: -0.91 eV. For the energy above the lowest of the compared OMol25 structures with the same formula, charge and spin, the calculation gives 0.0 kJ/mol. The frontier orbital gap comes out at 7.89 eV. Its HOMO energy is -8.806 eV.

The geometry in XYZ format:
```
74
C16H22B3Br13ClF8I2NO7S, DFT ωB97M-V with the def2-TZVPD basis set
C -0.3921 3.4648 3.5910
C -1.2717 3.5759 2.3019
B -1.1699 2.2506 1.4057
O -2.1753 1.3557 1.5874
N -0.1016 2.0597 0.4642
I 1.4368 3.3682 0.5106
C -0.1624 1.0870 -0.6208
B 1.3337 1.1223 -1.3307
O 1.6269 1.8948 -2.4379
C 2.5926 0.3288 -0.7765
C 3.0756 -0.7883 -1.7524
C -1.3064 1.3612 -1.6862
Cl -1.1429 3.1442 -2.0365
O -2.5843 1.1380 -1.1673
C -3.7848 1.3425 -1.7851
Br -4.0159 2.2647 -3.4822
I -4.7326 -0.6591 -2.0694
C -4.7154 2.0713 -0.7748
C -5.0705 1.2613 0.4642
F -6.3807 0.8496 0.4158
B -1.1288 0.4579 -3.0381
O -1.4898 -0.8536 -3.0684
O -0.6579 1.0672 -4.1748
S -0.2992 -0.6709 -0.0163
O 0.3216 -1.5612 -0.9542
O -1.6433 -1.1048 0.1386
C 0.5070 -0.9594 1.6422
F 1.0580 0.1031 2.2156
F 1.5183 -1.8061 1.4068
C -0.3679 -1.7239 2.6714
F -1.4865 -1.0934 2.9717
F -0.7002 -2.9033 2.1815
C 0.3609 -2.0088 4.0199
F 0.6666 -0.9193 4.6614
F 1.3835 -2.8133 3.9195
F -0.5307 -2.6286 4.7775
H -0.3169 2.4156 3.8786
H -0.8641 4.0144 4.4003
H 0.6095 3.8433 3.4055
H -1.0767 4.4917 1.7395
H -2.2971 3.6747 2.6735
H -2.9333 1.7892 1.9937
H 1.9234 1.3063 -3.1474
H 3.3946 1.0715 -0.7761
H 2.5209 -0.0005 0.2595
H 3.1599 -1.6964 -1.1573
H 2.3548 -1.0221 -2.5367
H 4.0706 -0.5891 -2.1322
H -4.2890 3.0494 -0.5454
H -5.6339 2.2749 -1.3211
H -5.0274 1.9460 1.3218
H -4.3834 0.4482 0.6887
H -0.7382 -1.4353 -3.2503
H 0.0320 0.5526 -4.6128
C 4.6592 -3.0725 5.5669
Br 4.1045 -3.9371 7.1975
Br 5.9683 -1.6957 5.8970
Br 5.2766 -4.3445 4.2583
H 3.7867 -2.5881 5.1519
C 7.7050 -0.3263 -1.6954
Br 6.9910 0.9696 -2.9333
Br 6.3826 -0.8743 -0.4064
Br 8.4768 -1.8372 -2.6083
H 8.5019 0.1589 -1.1501
C 3.2568 -5.1454 -0.2457
Br 5.1739 -4.9269 -0.2607
Br 2.4607 -4.2923 1.2876
Br 2.4558 -4.5507 -1.8946
H 3.0574 -6.2043 -0.1635
C -7.4605 0.7037 -5.9360
Br -9.0703 -0.2730 -5.5225
Br -7.4972 2.4814 -5.1879
Br -5.8830 -0.2682 -5.4017
H -7.4228 0.8138 -7.0103
```



| no. | largest force on an atom (hartree/bohr) |
| --- | --- |
| 1 | 0.0568 |
| 2 | 0.0597 |